Record 1
Entry from the OMol25 dataset: a molecular structure, C16H31MgNP2S in a non-equilibrium geometry (ωB97M-V/def2-TZVPD).

The calculation puts the max |F| at 0.080 hartree/bohr. For the energy above the lowest of the compared OMol25 structures with the same formula, charge and spin, the calculation gives 19.39 kcal/mol. The calculation puts the LUMO energy at 0.102 eV. The calculation puts the frontier orbital gap at 6.83 eV.

Geometry as ORCA input:
```
! wB97M-V def2-TZVPD RIJCOSX def2/J DEFGRID3
* xyz 0 1
P 0.096 -1.653 -2.089
P 0.003 1.712 -1.906
C -0.164 -0.597 -3.564
C 0.365 0.839 -3.473
H -1.237 -0.604 -3.818
H 0.358 -1.103 -4.376
H 1.452 0.873 -3.658
H -0.107 1.450 -4.245
C -1.706 2.335 -2.058
H -1.909 2.945 -1.166
H -2.422 1.500 -2.074
H -1.827 2.947 -2.960
C 1.061 3.161 -1.765
H 0.934 3.831 -2.621
H 2.106 2.834 -1.689
H 0.786 3.676 -0.834
C -0.973 -3.109 -2.246
H -0.835 -3.733 -1.348
H -0.723 -3.685 -3.148
H -2.020 -2.774 -2.280
C 1.820 -2.236 -2.213
H 2.512 -1.384 -2.140
H 1.993 -2.781 -3.150
H 1.998 -2.902 -1.355
Mg -0.112 -0.092 -0.149
C 0.534 1.641 -6.478
C -0.802 1.694 -6.332
C -1.781 1.001 -7.232
C -1.392 -0.436 -7.663
C -0.694 -1.264 -6.615
C 0.646 -1.354 -6.498
C 1.638 -0.555 -7.285
C 1.242 0.914 -7.590
C 0.089 -1.923 0.931
H 1.191 2.245 -5.833
H -1.266 2.377 -5.612
H -1.948 1.592 -8.149
H -2.756 0.973 -6.719
H -2.316 -0.953 -7.960
H -0.780 -0.379 -8.572
H -1.349 -1.906 -6.012
H 1.100 -2.140 -5.883
H 1.853 -1.050 -8.247
H 2.593 -0.562 -6.731
H 2.167 1.460 -7.828
H 0.639 0.936 -8.508
H 0.858 -1.651 1.671
H 0.318 -2.909 0.517
H -0.886 -1.960 1.441
S -0.222 1.714 1.641
C -0.103 0.828 3.019
N -0.020 0.220 4.033
*
```


Record 2
Entry from the OMol25 dataset: a molecular structure, C16H31NP2Pt in a non-equilibrium geometry (ωB97M-V/def2-TZVPD).

The calculation puts the max |F| at 0.099 hartree/bohr. For the energy above the lowest of the compared OMol25 structures with the same formula, charge and spin, the calculation gives 76.87 kcal/mol. The calculation puts the LUMO energy (alpha / beta) at -7.285 / -9.145 eV. The calculation puts the frontier orbital gap (alpha / beta) at 6.09 / 6.78 eV. As for the expectation value of S²: 6.047.

Geometry as ORCA input:
```
! wB97M-V def2-TZVPD RIJCOSX def2/J DEFGRID3
* xyz 2 5
P 0.590 -1.925 -0.579
P 0.555 1.901 -0.909
C 0.118 -0.641 -1.855
C 0.993 0.594 -2.059
H -0.865 -0.354 -1.457
H -0.076 -1.140 -2.806
H 2.057 0.372 -1.942
H 0.776 1.037 -3.042
C -0.169 3.155 -2.014
H -0.517 4.046 -1.480
H -0.940 2.715 -2.654
H 0.720 3.405 -2.603
C 1.969 2.739 -0.234
H 2.189 3.481 -1.021
H 2.803 2.032 -0.093
H 1.722 3.275 0.702
C -0.485 -3.155 -1.434
H -0.487 -4.123 -0.925
H -0.132 -3.302 -2.465
H -1.510 -2.778 -1.525
C 2.286 -2.542 -0.525
H 3.036 -1.637 -0.487
H 2.472 -3.065 -1.468
H 2.409 -3.225 0.335
Pt 3.362 -1.384 1.191
C -1.497 2.181 0.487
C -2.642 2.061 -0.215
C -3.670 0.996 -0.175
C -3.327 -0.230 0.726
C -2.329 -1.153 0.159
C -1.094 -1.297 0.787
C -0.213 -0.040 1.135
C -0.928 1.201 1.611
C 2.585 -2.422 2.792
H -1.151 3.208 0.708
H -2.926 2.866 -0.876
H -3.947 0.622 -1.181
H -4.620 1.359 0.253
H -2.914 0.112 1.673
H -4.194 -0.845 1.014
H -2.763 -2.003 -0.389
H -0.963 -2.123 1.504
H 0.288 0.346 0.220
H 0.702 -0.314 1.674
H -1.654 1.013 2.401
H -0.162 1.744 2.162
H 3.222 -2.313 3.681
H 2.223 -3.433 2.677
H 1.708 -1.751 2.897
N 3.677 0.745 3.265
C 3.716 -0.013 2.360
*
```


Record 3
Entry from the OMol25 dataset: a molecular structure, C16H31NP2SeZn in a non-equilibrium geometry (ωB97M-V/def2-TZVPD).

The calculation puts the max |F| at 0.105 hartree/bohr. For the energy above the lowest of the compared OMol25 structures with the same formula, charge and spin, the calculation gives 7.16 kcal/mol. The calculation puts the LUMO energy at -0.428 eV. The calculation puts the frontier orbital gap at 6.10 eV.

Geometry as ORCA input:
```
! wB97M-V def2-TZVPD RIJCOSX def2/J DEFGRID3
* xyz 0 1
P 0.453 -3.546 2.623
P 0.957 3.352 0.107
C -0.554 -2.523 1.414
C 0.102 -1.638 0.377
H -1.206 -1.901 2.060
H -1.178 -3.280 0.912
H 0.658 -0.810 0.847
H 0.771 -2.221 -0.277
C -0.398 4.431 0.724
H -0.935 3.863 1.491
H -1.085 4.754 -0.068
H 0.082 5.299 1.191
C 1.759 4.623 -0.945
H 1.132 4.932 -1.793
H 2.709 4.211 -1.306
H 1.981 5.481 -0.298
C 0.341 -5.260 2.114
H 0.640 -5.903 2.952
H 1.013 -5.435 1.263
H -0.690 -5.494 1.818
C 2.171 -3.034 2.566
H 2.241 -1.940 2.554
H 2.659 -3.446 1.673
H 2.677 -3.424 3.460
Zn -0.818 -0.545 -1.173
C -0.049 2.246 -1.346
C -1.202 1.374 -1.035
C -2.271 1.551 -2.136
C -1.915 0.758 -3.420
C -1.151 -0.523 -3.120
C 0.221 -0.643 -2.855
C 1.282 0.438 -2.803
C 0.854 1.896 -2.532
C -0.151 -3.319 4.291
H -0.453 3.248 -1.604
H -1.614 1.557 -0.037
H -2.424 2.612 -2.393
H -3.229 1.178 -1.748
H -2.863 0.469 -3.901
H -1.396 1.403 -4.145
H -1.680 -1.423 -3.451
H 0.660 -1.640 -2.988
H 1.838 0.448 -3.757
H 2.030 0.141 -2.046
H 1.787 2.478 -2.436
H 0.377 2.275 -3.453
H -0.566 -2.304 4.405
H 0.687 -3.470 4.986
H -0.933 -4.062 4.493
Se -1.923 0.002 3.913
C -0.999 1.036 2.794
N -0.398 1.724 2.040
*
```


Record 4
Entry from the OMol25 dataset: a molecular structure, C16H32AlFKO12 in a non-equilibrium geometry (ωB97M-V/def2-TZVPD).

The calculation puts the max |F| at 0.071 hartree/bohr. For the energy above the lowest of the compared OMol25 structures with the same formula, charge and spin, the calculation gives 0.00 kcal/mol. The calculation puts the LUMO energy at -15.869 eV. The calculation puts the frontier orbital gap at 2.12 eV.

Geometry as ORCA input:
```
! wB97M-V def2-TZVPD RIJCOSX def2/J DEFGRID3
* xyz 3 1
Al -2.424 0.177 0.445
K -0.983 3.415 -1.649
F -0.287 0.842 -1.096
C 3.155 5.158 0.633
C 2.831 4.551 -0.729
O 3.421 3.285 -0.890
C 3.207 2.619 -2.024
O 2.905 3.096 -3.075
O 3.561 1.356 -1.818
C 3.091 0.332 -2.671
H 2.598 4.799 1.501
H 2.907 6.220 0.600
H 4.223 5.045 0.816
H 3.066 5.350 -1.439
H 1.743 4.392 -0.852
H 3.384 0.545 -3.709
H 2.003 0.320 -2.604
H 3.604 -0.597 -2.438
C -1.569 0.429 5.772
C -0.488 -0.578 5.367
O 0.575 0.054 4.641
C 0.404 0.361 3.373
O -0.680 0.350 2.822
O 1.553 0.780 2.883
C 1.600 1.284 1.584
H -2.084 0.804 4.890
H -1.205 1.273 6.357
H -2.255 -0.084 6.449
H -0.962 -1.340 4.741
H 0.016 -1.114 6.171
H 1.006 2.200 1.427
H 1.145 0.624 0.836
H 2.609 1.572 1.305
C -1.224 0.251 -5.733
C -1.771 0.367 -4.278
O -3.007 -0.294 -4.103
C -3.527 -0.303 -2.890
O -2.991 0.220 -1.889
O -4.727 -0.778 -2.914
C -5.553 -0.877 -1.724
H -0.416 0.979 -5.801
H -2.051 0.423 -6.412
H -0.725 -0.707 -5.862
H -1.901 1.425 -4.060
H -1.077 -0.027 -3.532
H -6.311 -1.598 -2.009
H -5.906 0.115 -1.466
H -4.980 -1.341 -0.921
C 1.095 -5.428 3.005
C 0.244 -4.274 2.574
O 0.131 -4.231 1.158
C -0.239 -3.130 0.567
O -0.549 -2.082 1.127
O -0.237 -3.298 -0.736
C -0.027 -2.130 -1.573
H 2.157 -5.165 2.866
H 1.026 -6.308 2.363
H 0.999 -5.723 4.047
H 0.550 -3.323 3.003
H -0.765 -4.548 2.943
H -0.949 -1.556 -1.596
H 0.184 -2.537 -2.560
H 0.877 -1.644 -1.214
*
```


Record 5
Entry from the OMol25 dataset: a molecular structure, C16H32Br16 in a non-equilibrium geometry (ωB97M-V/def2-TZVPD).

The calculation puts the max |F| at 0.070 hartree/bohr. For the energy above the lowest of the compared OMol25 structures with the same formula, charge and spin, the calculation gives 46.39 kcal/mol. The calculation puts the LUMO energy at -0.008 eV. The calculation puts the frontier orbital gap at 9.96 eV.

Geometry as ORCA input:
```
! wB97M-V def2-TZVPD RIJCOSX def2/J DEFGRID3
* xyz 0 1
Br -3.874 -2.960 -4.961
C -3.241 -3.825 -3.276
C -4.042 -5.104 -3.024
Br -5.740 -4.603 -2.217
H -3.331 -3.187 -2.405
H -2.197 -4.057 -3.469
H -3.479 -5.618 -2.244
H -4.140 -5.746 -3.890
Br -0.413 -1.978 -2.198
C -0.218 -0.225 -1.301
C 1.214 -0.175 -0.826
Br 1.878 1.563 -0.177
H -0.869 -0.322 -0.441
H -0.563 0.559 -1.962
H 1.925 -0.559 -1.561
H 1.489 -0.849 -0.013
Br -2.149 1.585 1.199
C -3.784 1.283 2.205
C -4.476 2.605 2.422
Br -6.001 2.398 3.639
H -3.565 0.892 3.200
H -4.419 0.525 1.753
H -4.872 3.060 1.519
H -3.808 3.313 2.905
Br 2.730 1.246 4.213
C 1.165 0.097 4.041
C 1.507 -0.951 2.960
Br -0.048 -2.105 2.654
H 0.320 0.687 3.702
H 0.898 -0.451 4.939
H 2.375 -1.522 3.271
H 1.706 -0.455 2.015
Br -0.892 7.355 -0.477
C -0.766 5.408 -0.714
C -1.423 5.054 -2.024
Br -1.375 3.095 -2.218
H -1.252 5.023 0.176
H 0.279 5.106 -0.705
H -0.936 5.476 -2.894
H -2.472 5.333 -1.990
Br 3.044 -2.058 -5.035
C 4.131 -0.632 -4.213
C 4.616 -1.094 -2.851
Br 5.241 0.431 -1.755
H 3.500 0.241 -4.080
H 4.958 -0.415 -4.879
H 5.445 -1.791 -2.876
H 3.782 -1.529 -2.308
Br 2.962 4.272 1.942
C 1.487 3.278 2.825
C 1.528 3.593 4.317
Br 1.036 5.487 4.612
H 1.521 2.235 2.530
H 0.564 3.702 2.434
H 2.513 3.447 4.742
H 0.730 3.079 4.844
Br -0.507 -6.244 -0.953
C 1.111 -5.624 -0.061
C 1.356 -4.212 -0.490
Br 2.983 -3.560 0.420
H 1.926 -6.314 -0.255
H 0.932 -5.620 1.014
H 0.540 -3.568 -0.185
H 1.461 -4.079 -1.563
*
```


Record 6
Entry from the OMol25 dataset: a molecular structure, C16H32Br2F4NO8S2Si2 in a non-equilibrium geometry (ωB97M-V/def2-TZVPD).

The calculation puts the max |F| at 0.167 hartree/bohr. The calculation puts the LUMO energy at 0.659 eV. The calculation puts the frontier orbital gap at 6.28 eV.

Geometry as ORCA input:
```
! wB97M-V def2-TZVPD RIJCOSX def2/J DEFGRID3
* xyz -1 1
C 2.446 4.740 0.566
O 3.798 4.154 0.718
C 4.037 3.134 -0.345
C 3.233 1.769 0.075
C 2.066 1.305 -0.997
C 2.209 -0.256 -1.506
Si 1.448 -1.559 -0.297
Br 2.948 -3.341 -0.236
C 1.088 -0.817 1.451
C 2.072 -1.394 2.647
C 1.238 -1.256 4.082
Br 3.838 -0.465 2.784
O -0.016 -2.237 -1.079
Si -1.319 -1.056 -1.087
C -2.604 -1.604 0.265
C -2.908 -0.457 1.401
C -4.327 0.324 1.018
C -4.534 1.755 1.766
N -3.901 2.960 1.157
C -3.962 3.039 -0.339
C -2.578 3.356 1.750
C -1.085 2.867 1.283
O -2.614 4.267 2.762
S -2.208 -0.724 -3.039
O -3.691 -0.213 -2.871
O -1.384 0.381 -3.807
F -2.268 -2.197 -3.917
H 2.592 5.895 0.430
H 1.734 4.512 1.469
H 1.897 4.336 -0.405
H 5.192 2.946 -0.371
H 3.711 3.529 -1.414
H 4.047 0.901 0.157
H 2.734 1.871 1.136
H 2.154 2.008 -1.929
H 0.993 1.519 -0.518
H 3.338 -0.514 -1.710
H 1.636 -0.317 -2.540
H -0.024 -1.037 1.826
H 1.184 0.370 1.481
H 2.296 -2.561 2.540
H 0.702 -0.213 4.102
H 1.969 -1.386 4.989
H 0.437 -2.124 4.096
H -0.775 0.241 -0.657
H -2.143 -2.541 0.813
H -3.631 -1.966 -0.206
H -3.110 -1.051 2.417
H -2.019 0.267 1.628
H -4.455 0.318 -0.143
H -5.181 -0.399 1.435
H -5.710 1.915 1.891
H -4.121 1.623 2.879
H -3.357 4.016 -0.658
H -3.468 2.150 -0.922
H -5.087 3.253 -0.674
H -1.150 2.124 0.380
H -0.577 2.286 2.193
H -0.351 3.779 1.053
C 1.646 -5.893 -3.900
F 2.284 -4.926 -4.635
F 1.026 -5.230 -2.871
F 0.637 -6.364 -4.701
S 2.800 -7.240 -3.310
O 3.803 -6.561 -2.477
O 3.367 -7.833 -4.528
O 1.958 -8.175 -2.551
*
```


Record 7
Entry from the OMol25 dataset: a molecular structure, C16H32CaO2P2 in a non-equilibrium geometry (ωB97M-V/def2-TZVPD).

The calculation puts the max |F| at 0.071 hartree/bohr. For the energy above the lowest of the compared OMol25 structures with the same formula, charge and spin, the calculation gives 13.25 kcal/mol. The calculation puts the LUMO energy at -0.290 eV. The calculation puts the frontier orbital gap at 5.51 eV.

Geometry as ORCA input:
```
! wB97M-V def2-TZVPD RIJCOSX def2/J DEFGRID3
* xyz 0 1
P 0.313 -1.464 -5.077
P 0.502 2.086 -4.045
C 0.668 0.052 -6.042
C 1.467 1.174 -5.341
H -0.297 0.406 -6.449
H 1.247 -0.325 -6.902
H 2.398 0.750 -4.914
H 1.736 1.918 -6.105
C -0.459 3.168 -5.261
H -0.862 4.033 -4.713
H -1.291 2.668 -5.772
H 0.244 3.547 -6.022
C 1.553 3.488 -3.492
H 1.119 4.406 -3.902
H 2.595 3.405 -3.839
H 1.479 3.561 -2.403
C -0.614 -2.386 -6.379
H -0.867 -3.405 -6.052
H -0.018 -2.448 -7.301
H -1.559 -1.873 -6.614
C 1.795 -2.494 -4.892
H 2.676 -1.856 -4.728
H 1.942 -3.093 -5.806
H 1.675 -3.176 -4.040
Ca 2.617 1.346 -2.312
C -2.177 1.019 -3.698
C -2.626 0.360 -4.811
C -3.767 -0.560 -4.596
C -3.492 -1.890 -3.810
C -2.175 -2.487 -3.881
C -0.928 -1.944 -3.585
C -0.709 -0.784 -2.526
C -1.803 0.321 -2.442
C 3.254 -0.503 -0.838
H -2.100 2.109 -3.692
H -2.371 0.642 -5.844
H -4.254 -0.776 -5.555
H -4.476 -0.036 -3.935
H -3.806 -1.790 -2.761
H -4.168 -2.621 -4.271
H -2.118 -3.558 -4.057
H -0.237 -2.756 -3.242
H 0.292 -0.287 -2.649
H -0.618 -1.261 -1.530
H -2.702 -0.102 -1.965
H -1.396 1.090 -1.760
H 4.161 -0.261 -0.263
H 3.446 -1.407 -1.438
H 2.459 -0.720 -0.105
O 1.131 2.112 -0.623
C 2.028 2.874 -0.090
O 3.201 2.973 -0.611
H 1.738 3.447 0.804
*
```


Record 8
Entry from the OMol25 dataset: 3 unconnected molecules or ions with the total composition C16H32FNO7S2 (ωB97M-V/def2-TZVPD).

Its SMILES is CCCCNOC(=O)OC[C@@H](C)F.O=S1(=O)CCCC1.O=S1(=O)CCCC1. The calculation puts the max |F| at 0.006 hartree/bohr. For the energy above the lowest of the compared OMol25 structures with the same formula, charge and spin, the calculation gives 0.00 kcal/mol. The calculation puts the LUMO energy at 0.576 eV. The calculation puts the frontier orbital gap at 9.84 eV.

Geometry as ORCA input:
```
! wB97M-V def2-TZVPD RIJCOSX def2/J DEFGRID3
* xyz 0 1
C -4.293 0.886 -1.082
C -3.462 2.167 -1.121
C -2.249 2.202 -0.168
C -2.352 1.347 1.089
N -1.877 -0.018 0.868
O -0.441 0.070 0.843
C 0.122 -0.876 0.071
O -0.422 -1.699 -0.602
O 1.449 -0.719 0.204
C 2.238 -1.772 -0.349
C 3.672 -1.328 -0.482
C 3.839 0.051 -1.070
F 4.303 -1.393 0.763
H -3.677 0.006 -1.264
H -4.794 0.767 -0.122
H -5.074 0.927 -1.843
H -4.114 3.017 -0.903
H -3.096 2.304 -2.141
H -2.075 3.232 0.150
H -1.351 1.899 -0.709
H -1.793 1.823 1.902
H -3.380 1.257 1.439
H -2.056 -0.566 1.705
H 2.186 -2.641 0.310
H 1.857 -2.062 -1.329
H 4.163 -2.063 -1.127
H 4.895 0.311 -1.128
H 3.432 0.050 -2.082
H 3.300 0.792 -0.485
O -5.316 2.602 2.023
S -4.887 3.650 2.918
O -3.484 3.921 3.095
C -5.763 5.151 2.490
C -7.043 5.082 3.316
C -6.618 4.599 4.710
C -5.683 3.400 4.513
H -5.919 5.160 1.414
H -5.132 5.989 2.787
H -7.540 6.049 3.356
H -7.735 4.367 2.866
H -6.087 5.400 5.228
H -7.477 4.325 5.321
H -4.906 3.329 5.269
H -6.226 2.459 4.448
O 7.385 -3.790 -5.097
S 6.420 -3.882 -4.032
O 5.263 -3.023 -4.018
C 5.915 -5.593 -3.858
C 6.920 -6.178 -2.872
C 7.089 -5.126 -1.768
C 7.285 -3.770 -2.456
H 5.926 -6.054 -4.843
H 4.903 -5.591 -3.454
H 6.574 -7.131 -2.474
H 7.874 -6.351 -3.375
H 6.191 -5.099 -1.147
H 7.930 -5.356 -1.116
H 6.864 -2.938 -1.898
H 8.330 -3.571 -2.685
*
```